This record from the OMol25 dataset describes a 2-piece molecular cluster, C2H2O3 overall in a non-equilibrium geometry. The level of theory is wB97M-V/def2-TZVPD.

```
7
C2H2O3 | the OMol25 dataset | wB97M-V/def2-TZVPD
H -0.114 0.533 2.109
O -0.995 -1.107 -0.614
O 0.355 0.192 -1.912
O 1.608 1.387 1.381
C 0.613 0.763 1.329
H -1.355 -1.570 -1.401
C -0.114 -0.198 -0.891
```

## Properties
- HOMO level (spin up / spin down): -8.309 / -8.410 eV
- Net charge: 0
- Gap between HOMO and LUMO (spin up / spin down): 8.06 / 8.43 eV
- 2S+1: 1